# 1
116
Properties=species:S:1:pos:R:3:forces:R:3 method="wB97M-V/def2-TZVPD" charge=0 spin_multiplicity=2 molar_mass_g_mol=1217.109 e_homo_ev="-7.127 / -7.081" gap_ev="6.72 / 5.56"
Ru -0.10770 -0.22870 -0.27666 1.5 2.2 1.1
C 2.39802 0.20269 5.67510 0.0 0.1 0.0
C 1.29677 -0.63784 5.65291 -0.1 0.0 0.0
C 0.46752 -0.67970 4.53622 0.0 0.0 0.2
C 0.73816 0.12519 3.43658 0.3 -0.1 -0.3
C 1.86415 0.95042 3.45444 -0.1 0.1 0.2
C 2.68246 0.99854 4.57266 -0.1 0.1 0.0
P -0.36482 0.27774 1.98503 -0.5 0.3 -1.3
C -1.90006 -0.58278 2.46837 0.1 -0.1 -0.1
C -3.13743 0.05017 2.46239 -0.1 0.0 0.1
C -4.30152 -0.68545 2.67354 0.1 0.1 0.0
C -4.23411 -2.05300 2.89172 -0.1 0.0 0.0
C -3.00224 -2.69363 2.88754 0.1 -0.1 0.0
C -1.84480 -1.96573 2.65940 -0.1 0.0 0.0
C -0.73810 2.08050 2.16677 -0.1 -0.1 0.4
C -1.27956 2.59629 3.35073 0.0 0.0 0.0
C -1.50127 3.96009 3.48141 0.0 -0.1 0.0
C -1.14471 4.82549 2.44713 0.0 0.0 0.0
C -0.59014 4.31624 1.28468 0.0 -0.1 -0.1
C -0.39315 2.93420 1.12445 -0.2 0.5 -0.1
Si 0.32272 2.10010 -0.39103 0.0 -1.4 0.1
C 2.14285 2.55623 -0.40847 0.2 0.5 -0.1
C 2.67950 3.85521 -0.40841 0.0 -0.1 0.0
C 4.04496 4.05883 -0.55374 -0.2 0.0 0.0
C 4.89815 2.96755 -0.71400 0.0 -0.1 0.0
C 4.38498 1.67913 -0.69356 0.1 0.1 0.0
C 3.01202 1.47836 -0.51406 0.2 0.0 0.0
P 2.26902 -0.19008 -0.40942 -1.2 -0.2 0.6
C 3.15470 -0.98982 -1.78803 -0.1 0.0 -0.2
C 4.06908 -2.01786 -1.60957 0.1 -0.1 -0.1
C 4.72051 -2.57307 -2.71180 0.0 0.0 0.1
C 4.45878 -2.10038 -3.98650 0.0 0.0 -0.1
C 3.54420 -1.06729 -4.17134 -0.1 0.1 0.1
C 2.89125 -0.52030 -3.07711 0.2 -0.1 -0.1
C 3.03055 -0.94859 1.07056 -0.1 -0.1 0.0
C 2.45355 -2.14662 1.49637 0.1 0.0 0.2
C 2.91258 -2.79798 2.63232 0.0 0.0 -0.1
C 3.95276 -2.24114 3.37089 0.0 -0.1 0.0
C 4.52823 -1.05139 2.95795 0.1 0.1 -0.1
C 4.06864 -0.40304 1.81296 0.3 -0.2 -0.1
C -0.41646 2.57316 -2.05012 0.0 0.2 -0.1
C 0.25569 3.38492 -2.97253 -0.1 0.0 -0.1
C -0.25347 3.59782 -4.24772 0.1 0.0 0.1
C -1.45104 3.00284 -4.61560 -0.1 0.0 0.0
C -2.13293 2.19972 -3.71422 0.0 -0.1 0.2
C -1.62032 1.96274 -2.43367 -0.3 0.0 -0.2
P -2.54811 1.00415 -1.12515 0.2 0.3 -0.6
C -3.55620 -0.19329 -2.07639 0.1 -0.1 0.1
C -3.06753 -0.82915 -3.21471 0.0 -0.1 0.0
C -3.83835 -1.76740 -3.88701 0.0 0.0 0.0
C -5.10182 -2.09613 -3.41583 0.0 -0.1 0.0
C -5.57683 -1.50897 -2.25442 0.0 0.0 0.1
C -4.80408 -0.56882 -1.58413 -0.1 0.0 0.0
C -3.82087 2.32372 -0.78890 0.1 -0.1 0.4
C -4.84855 2.62753 -1.68564 0.0 0.1 0.0
C -5.68341 3.71485 -1.46248 0.0 -0.1 0.0
C -5.51689 4.51263 -0.33466 0.1 0.0 0.0
C -4.52718 4.19706 0.58321 0.0 -0.1 0.0
C -3.69315 3.10311 0.35845 -0.1 0.0 0.0
H 3.03300 0.24258 6.55341 0.0 0.0 -0.1
H 1.07017 -1.25762 6.51299 0.0 0.0 -0.1
H -0.40421 -1.31875 4.54016 0.0 0.0 0.1
H 2.07941 1.58218 2.59897 0.0 0.0 0.0
H 3.54418 1.65676 4.58341 0.0 0.0 0.0
H -3.20356 1.11797 2.29175 0.0 -0.1 0.0
H -5.26205 -0.18276 2.66129 0.0 0.0 0.0
H -5.14265 -2.62742 3.03660 0.1 0.1 0.0
H -2.94675 -3.76771 3.02762 0.0 0.1 0.0
H -0.89313 -2.47985 2.58764 0.0 0.0 0.0
H -1.53250 1.92546 4.16601 0.0 0.0 0.0
H -1.94467 4.35211 4.39030 0.0 0.0 0.0
H -1.30102 5.89580 2.55530 0.0 -0.1 0.0
H -0.32637 4.99958 0.47792 -0.1 -0.1 0.1
H 2.02025 4.71627 -0.30075 0.1 -0.1 0.0
H 4.44772 5.06649 -0.55969 0.0 -0.1 0.0
H 5.96303 3.12594 -0.85415 -0.1 0.0 0.0
H 5.04933 0.82914 -0.82125 0.0 0.1 0.0
H 4.28061 -2.38693 -0.61209 0.0 0.0 -0.1
H 5.43261 -3.38062 -2.56869 -0.1 0.1 0.0
H 4.96107 -2.54135 -4.84138 0.0 0.0 0.1
H 3.33436 -0.69753 -5.16975 0.0 0.0 0.1
H 2.16693 0.27514 -3.21682 0.0 0.0 0.0
H 1.61497 -2.53565 0.94122 -0.2 -0.2 -0.1
H 2.45295 -3.73170 2.94639 0.0 0.1 0.0
H 4.30349 -2.72997 4.27372 0.0 0.0 -0.1
H 5.33339 -0.61133 3.53812 -0.1 0.0 -0.1
H 4.52586 0.53038 1.50806 0.0 0.0 0.1
H 1.19912 3.84617 -2.69053 -0.1 -0.1 -0.1
H 0.28232 4.22472 -4.95311 0.0 0.0 0.1
H -1.85494 3.16281 -5.61000 0.0 0.0 0.1
H -3.06519 1.74082 -4.01673 0.0 0.0 0.0
H -2.07602 -0.59675 -3.57462 0.1 0.1 -0.1
H -3.44801 -2.24836 -4.77752 0.0 0.0 0.1
H -5.70198 -2.83190 -3.93873 0.0 0.0 0.0
H -6.54470 -1.79505 -1.85750 0.1 0.0 0.0
H -5.17814 -0.11675 -0.67389 0.0 0.0 0.0
H -5.00161 2.01868 -2.56725 0.0 0.0 0.0
H -6.46970 3.94146 -2.17528 0.1 0.0 0.1
H -6.15981 5.37115 -0.17412 0.0 -0.1 0.0
H -4.39831 4.79445 1.48069 0.0 -0.1 -0.1
H -2.93935 2.85264 1.09132 0.0 0.1 0.0
F 3.50451 -7.68379 -0.61902 0.2 -0.4 0.2
C 2.79686 -6.64737 -1.03809 0.0 0.0 0.1
C 1.83474 -6.08492 -0.23258 -0.1 0.1 0.0
F 1.61180 -6.58806 0.97712 -0.1 -0.1 0.3
C 1.10759 -4.99376 -0.66828 0.0 0.1 0.1
F 0.20125 -4.51050 0.17182 -0.1 0.3 0.2
C 1.32315 -4.41764 -1.90738 0.1 0.1 -0.2
Se 0.44189 -2.88729 -2.62059 -0.2 -0.2 0.0
C 2.28310 -5.02699 -2.70119 0.0 0.0 -0.1
F 2.52273 -4.55248 -3.92743 0.0 0.1 -0.1
C 3.01868 -6.11506 -2.28591 0.0 0.1 -0.2
F 3.94279 -6.64909 -3.08126 0.1 -0.1 -0.1
S -2.89618 -4.17582 -0.69180 -0.1 0.2 0.0
C -1.97292 -2.86122 -0.58309 0.1 0.1 -0.1
N -1.26513 -1.91576 -0.51824 -0.3 -1.1 0.0

***

# 2
136
Properties=species:S:1:pos:R:3:forces:R:3 method="wB97M-V/def2-TZVPD" smiles="[H]/N=C/Cc1c(CC(=O)OC(C)=O)c2c(c(CC(=O)OC(C)=O)c1OC#N)Sc1c(cc(-c3cccnc3)c(/C(Br)=C(/C)Br)c1CCOCC)N2N(C(=O)F)C(=O)F.O=C1C=CC(=O)C=C1.O=C1C=CC(=O)C=C1.O=C1C=CC(=O)C=C1.O=C1C=CC(=O)C=C1" charge=0 molar_mass_g_mol=1367.935 e_homo_ev=-8.880 gap_ev=7.09
H 4.59223 3.60451 3.54132 0.1 -0.1 0.0
N 4.24007 3.21673 2.66646 -0.2 0.3 0.1
C 3.68560 4.12441 1.98139 0.2 -0.2 -0.1
C 3.11266 3.79975 0.62692 -0.5 -0.2 -0.1
C 2.62280 2.36952 0.53389 0.5 0.1 -0.3
C 1.42741 1.94261 1.11565 -0.2 0.3 -0.3
C 0.58160 2.93828 1.87347 0.0 -0.3 0.4
C -0.90624 2.83662 1.62102 0.0 0.2 -0.3
O -1.41313 2.56429 0.57411 0.0 0.0 0.1
O -1.60024 3.18726 2.74555 0.3 -0.5 0.1
C -2.95403 2.81866 2.80250 -0.8 0.4 -0.3
C -3.24222 1.65700 3.69095 0.0 -0.4 0.3
O -3.78123 3.45532 2.23123 0.3 0.0 0.0
C 1.04653 0.60335 0.99621 0.5 0.0 -0.1
C 1.83088 -0.26927 0.25207 -0.3 -0.3 0.1
C 3.01700 0.13261 -0.34432 0.4 -0.2 -0.1
C 3.82417 -0.83495 -1.17259 0.2 0.2 -0.1
C 3.24948 -0.97382 -2.56745 -0.3 0.4 -0.1
O 2.15636 -0.61330 -2.87902 0.1 -0.2 0.0
O 4.11866 -1.57878 -3.45214 0.0 -0.5 0.5
C 3.57553 -2.74590 -4.05448 -0.2 0.0 -0.4
C 4.00349 -4.01072 -3.37241 0.2 0.1 0.3
O 2.88908 -2.68043 -5.01747 0.1 0.1 0.1
C 3.40038 1.44601 -0.15592 -0.7 -0.2 0.4
O 4.61852 1.88351 -0.72977 0.2 0.3 0.3
C 5.66865 1.45858 -0.09371 -0.1 -0.6 -0.4
N 6.59995 0.93425 0.33921 0.0 0.4 0.2
S 1.30946 -1.94705 0.05551 0.0 0.0 0.1
C -0.44005 -1.68771 -0.04756 0.4 0.1 0.1
C -0.98323 -0.67540 0.72932 -0.6 0.1 0.1
C -2.34325 -0.42937 0.66277 0.1 -0.1 0.0
C -3.14607 -1.19667 -0.16342 -0.2 0.0 0.1
C -4.59572 -0.85583 -0.23056 0.1 0.2 -0.4
C -5.05991 0.05301 -1.17750 -0.2 -0.3 0.4
C -6.41395 0.34025 -1.15767 -0.1 0.4 -0.4
C -7.25188 -0.26944 -0.24063 0.3 -0.1 0.0
N -6.81509 -1.13806 0.67263 -0.1 0.2 -0.1
C -5.51341 -1.40056 0.66001 0.2 -0.2 0.3
C -2.58965 -2.21456 -0.94713 0.0 -0.1 0.3
C -3.46171 -2.96094 -1.88592 0.3 0.4 -0.5
Br -4.67640 -4.23024 -1.17962 0.1 -0.1 0.1
C -3.45000 -2.77162 -3.20381 -0.4 -0.1 -0.1
C -4.30088 -3.50901 -4.19944 0.2 0.0 0.1
Br -2.29073 -1.47069 -3.96126 0.0 0.0 0.1
C -1.21583 -2.48704 -0.88807 -0.2 0.1 -0.1
C -0.57680 -3.61332 -1.65425 0.0 -0.1 0.5
C -0.48541 -4.85424 -0.73210 -0.1 0.2 -0.3
O 0.46279 -5.79481 -1.17707 0.0 0.0 0.0
C 1.77083 -5.57952 -0.66665 0.2 -0.3 0.2
C 1.91854 -5.97463 0.80476 0.1 0.1 -0.1
N -0.17256 0.13808 1.58750 0.0 0.2 0.4
N -0.07491 -0.40259 2.93668 0.6 -0.7 -0.1
C 0.37400 -1.76341 3.06938 0.0 -0.2 0.0
O -0.33872 -2.70302 3.05836 0.2 0.3 -0.2
F 1.69570 -1.88396 3.29051 -0.2 0.1 0.1
C 0.43912 0.51850 3.89230 -0.5 0.4 0.1
O -0.23387 1.18924 4.59558 0.3 -0.2 -0.1
F 1.77175 0.59677 3.93169 -0.1 -0.1 0.0
H 3.61571 5.16711 2.30370 0.0 0.0 0.0
H 2.29131 4.47468 0.37960 0.1 0.1 0.1
H 3.86334 3.97157 -0.14392 0.1 0.1 0.1
H 0.76402 2.83818 2.94537 0.0 0.1 0.0
H 0.85466 3.96438 1.63575 0.0 0.0 -0.1
H -3.02692 1.90222 4.73259 0.1 0.1 -0.1
H -2.64027 0.77919 3.45346 0.1 0.1 -0.1
H -4.29588 1.40391 3.61074 0.0 0.1 -0.1
H 3.81806 -1.82793 -0.71199 0.0 -0.1 -0.1
H 4.87523 -0.55675 -1.24817 0.0 0.0 0.0
H 4.89018 -4.38855 -3.88404 -0.1 -0.1 0.0
H 4.27924 -3.84361 -2.33145 0.0 0.0 0.0
H 3.20488 -4.74584 -3.42382 0.0 0.0 -0.2
H -2.78126 0.37352 1.23418 0.0 0.1 0.0
H -4.39472 0.50824 -1.89849 0.0 0.0 0.0
H -6.82797 1.04673 -1.86625 0.0 -0.1 0.0
H -8.31046 -0.03884 -0.25593 0.0 -0.1 0.1
H -5.14676 -2.09381 1.41217 -0.1 0.0 0.0
H -4.05528 -3.21033 -5.21349 0.0 0.0 0.0
H -4.11294 -4.57898 -4.09270 -0.1 0.0 -0.1
H -5.35759 -3.32135 -4.00858 0.0 0.0 0.0
H 0.42173 -3.30252 -1.96506 0.0 -0.1 -0.1
H -1.16323 -3.87520 -2.52858 0.1 0.1 -0.1
H -1.45732 -5.35167 -0.74952 0.0 0.0 0.2
H -0.29431 -4.52604 0.29553 0.1 -0.1 0.0
H 2.10184 -4.54843 -0.83480 -0.2 0.1 0.0
H 2.42232 -6.22421 -1.25829 0.0 0.1 -0.1
H 2.18626 -7.02775 0.88492 -0.1 0.0 0.0
H 0.99706 -5.80875 1.36112 0.0 0.0 0.0
H 2.71389 -5.39385 1.27341 -0.1 0.0 0.0
O -5.33479 1.35764 -4.07476 0.0 0.0 0.0
C -5.33813 2.54460 -4.32037 0.0 0.0 0.0
C -4.07928 3.33177 -4.31696 0.0 0.0 0.0
C -4.08165 4.63547 -4.57953 0.0 0.0 0.0
C -5.34177 5.35480 -4.88724 0.0 0.0 0.0
O -5.34386 6.54423 -5.12745 0.0 0.0 0.0
C -6.60084 4.56902 -4.89151 0.0 0.0 0.0
C -6.59904 3.26521 -4.62930 0.0 0.0 0.0
H -3.17336 2.78435 -4.08840 0.0 0.0 0.0
H -3.17775 5.23103 -4.58171 0.0 0.0 0.0
H -7.50645 5.11696 -5.11863 0.0 0.0 0.0
H -7.50347 2.67000 -4.62667 0.0 0.0 0.0
O -3.43873 11.75885 -3.97060 0.0 0.0 0.0
C -4.32324 11.43234 -4.73327 0.0 0.0 0.0
C -5.02288 12.43896 -5.57269 0.0 0.0 0.0
C -5.99391 12.08437 -6.40943 0.0 0.0 0.0
C -6.41816 10.66630 -6.54021 0.0 0.0 0.0
O -7.30262 10.34598 -7.30523 0.0 0.0 0.0
C -5.71957 9.66050 -5.70136 0.0 0.0 0.0
C -4.74862 10.01755 -4.86529 0.0 0.0 0.0
H -4.69585 13.46490 -5.46049 0.0 0.0 0.0
H -6.51809 12.79972 -7.03047 0.0 0.0 0.0
H -6.03882 8.63340 -5.80779 0.0 0.0 0.0
H -4.22649 9.29866 -4.24677 0.0 0.0 0.0
O 8.06401 -1.72601 4.35534 0.0 0.0 0.1
C 7.26457 -2.22861 3.59536 0.0 -0.2 -0.1
C 6.43521 -1.40617 2.68065 0.0 0.2 0.1
C 5.55901 -1.97065 1.85953 0.0 0.0 0.0
C 5.37317 -3.43577 1.80387 -0.1 0.1 0.0
O 4.56186 -3.92530 1.03879 0.1 0.0 -0.1
C 6.19465 -4.26589 2.71625 0.0 0.1 0.0
C 7.07311 -3.70458 3.54557 0.0 0.1 -0.2
H 6.57007 -0.33272 2.71563 0.1 0.0 0.0
H 4.94295 -1.38125 1.19450 0.0 0.0 0.0
H 6.04003 -5.33513 2.67186 0.0 0.0 0.0
H 7.68292 -4.29058 4.21829 0.0 0.0 0.0
O 6.08544 -6.12147 5.08475 0.0 -0.1 0.1
C 5.72951 -5.99113 6.23818 0.0 0.0 0.0
C 4.93951 -7.04573 6.91985 0.0 0.0 0.0
C 4.54515 -6.90472 8.18218 0.0 0.0 0.0
C 4.87937 -5.68598 8.96264 0.0 0.0 0.0
O 4.52159 -5.55796 10.11237 0.0 0.0 0.0
C 5.66985 -4.63038 8.27874 0.0 0.0 0.0
C 6.06465 -4.77174 7.01655 0.0 0.0 0.0
H 4.70792 -7.92452 6.33168 0.0 0.0 0.0
H 3.96817 -7.66001 8.70024 0.0 0.0 0.0
H 5.90151 -3.75085 8.86572 0.0 0.0 0.0
H 6.64222 -4.01303 6.50316 0.0 0.0 0.0

***

Number 1: energy -193525.23143 eV. Number 2: energy -264673.60127 eV.